C2H2NOS2 | ωB97M-V/def2-TZVPD

Summary:
Kohn-Sham gap (eV): 7.806
SMILES string: [O-][C@@H](S)N=C=S
Max |F| (eV Å⁻¹): 3.53
E (eV): -27314.591
LUMO level (eV): 3.389
Energy relative to the best compared isomer or geometry (same formula, charge and spin) (kcal/mol): 36.4

Structure (ORCA input):
```
! RIJCOSX wB97M-V def2-TZVPD def2/J DEFGRID3
* xyz -1 1
O -0.51 1.65 1.10
C -0.54 0.84 0.17
S 1.37 0.01 -0.24
N -1.74 -0.19 0.53
C -2.77 -0.47 0.99
S -4.26 -0.75 1.54
H -0.69 0.97 -0.94
H 1.20 -0.58 1.10
*
```

=====

C2H2NOS2 | ωB97M-V/def2-TZVPD

Summary:
Kohn-Sham gap (spin up / spin down) (eV): 6.674 / 6.681
SMILES string: O=N/C=C\S[S-]
Max |F| (eV Å⁻¹): 1.77
E (eV): -27313.220
LUMO level (spin up / spin down) (eV): 3.438 / 3.443
Energy relative to the best compared isomer or geometry (same formula, charge and spin) (kcal/mol): 68.1

Structure (ORCA input):
```
! RIJCOSX wB97M-V def2-TZVPD def2/J DEFGRID3
* xyz -1 1
O 1.28 -2.43 -0.01
N 0.37 -1.54 -0.05
C 0.76 -0.27 0.03
C -0.01 0.87 -0.04
S -1.63 1.42 -0.08
S -3.18 0.23 0.09
H 1.85 -0.07 0.12
H 0.56 1.80 -0.07
*
```

=====

C2H2NOS2 | ωB97M-V/def2-TZVPD

Summary:
Kohn-Sham gap (eV): 5.734
Max |F| (eV Å⁻¹): 2.79
E (eV): -27314.355
LUMO level (eV): 2.834
Energy relative to the best compared isomer or geometry (same formula, charge and spin) (kcal/mol): 41.9

Structure (ORCA input):
```
! RIJCOSX wB97M-V def2-TZVPD def2/J DEFGRID3
* xyz -1 1
C -0.71 0.54 -1.59
C 1.74 0.60 -1.74
N 0.58 0.77 -1.42
O -1.24 -0.03 -2.51
S 3.21 1.03 -2.05
S 2.12 -1.42 0.59
H -1.23 1.03 -0.62
H 1.21 -2.08 1.35
*
```

=====

C2H2O2 | ωB97M-V/def2-TZVPD

Summary:
Kohn-Sham gap (eV): 9.542
Max |F| (eV Å⁻¹): 0.73
E (eV): -6197.702
LUMO level (eV): 0.145
Energy relative to the best compared isomer or geometry (same formula, charge and spin) (kcal/mol): 54.3

Structure (ORCA input):
```
! RIJCOSX wB97M-V def2-TZVPD def2/J DEFGRID3
* xyz 0 1
O 1.54 -0.55 -0.76
C 0.95 -0.10 0.16
C -1.20 0.38 -0.54
O -0.44 -0.25 0.34
H 1.37 0.44 1.01
H -2.22 0.07 -0.20
*
```